(1)
34
Properties=species:S:1:pos:R:3 method="wB97M-V/def2-TZVPD" energy_ha=-3218.905239 homo_ev=-1.01 de_lowest_ev=2.865 total_charge=-2 e_lumo_ev=3.8 homo_lumo_gap_ev=4.79
Zn 1.381 -10.589 -29.711
O -1.219 -11.352 -26.418
C -0.054 -10.997 -26.994
O 0.053 -10.659 -28.207
O 0.925 -10.832 -26.225
H -0.817 -11.551 -25.569
O 3.049 -6.727 -28.859
C 2.600 -7.994 -28.714
O 2.637 -8.545 -27.613
O 2.118 -8.640 -29.685
H 2.939 -6.707 -29.812
O 4.639 -12.850 -28.473
C 3.812 -11.870 -28.209
O 3.166 -11.256 -29.041
O 3.692 -11.475 -27.011
H 4.571 -13.100 -27.549
O 1.235 -13.042 -32.668
C 1.412 -12.310 -31.572
O 1.673 -11.144 -31.653
O 0.889 -12.646 -30.484
H 1.889 -12.562 -33.181
C -4.335 -7.642 -33.402
C -3.087 -8.569 -33.433
C -1.725 -7.828 -33.662
O -0.839 -8.427 -32.728
C -1.574 -9.002 -31.753
O -1.095 -9.557 -30.715
O -2.872 -9.065 -32.156
H -4.701 -7.173 -34.316
H -4.374 -6.788 -32.726
H -5.104 -8.287 -32.977
H -3.155 -9.480 -34.028
H -1.771 -6.752 -33.492
H -1.449 -8.069 -34.688


(2)
19
Properties=species:S:1:pos:R:3 method="wB97M-V/def2-TZVPD" energy_ha=-198.820166 s2=0.75 homo_ev="1.56 / -7.92" de_lowest_ev=0.337 total_charge=-1 multiplicity=2 e_lumo_ev="4.2 / 4.3" homo_lumo_gap_ev="2.66 / 12.18"
C -1.586 1.248 -0.629
C -1.042 1.883 -1.916
H -0.827 1.089 0.089
H -2.310 1.945 -0.174
H -2.128 0.376 -0.862
H -1.918 2.258 -2.467
H -0.455 1.219 -2.553
H -0.499 2.760 -1.645
C 0.533 -1.204 1.401
C 0.847 -2.269 0.372
C 1.417 -0.004 1.186
H -0.535 -0.922 1.289
H 0.646 -1.577 2.398
H 1.906 -2.641 0.573
H 0.854 -1.794 -0.611
H 2.396 -0.323 1.254
H 1.258 0.322 0.118
H 0.194 -3.160 0.323
H 1.250 0.794 1.855


(3)
48
Properties=species:S:1:pos:R:3 method="wB97M-V/def2-TZVPD" energy_ha=-1583.582798 homo_ev=-8.38 de_lowest_ev=0.127 e_lumo_ev=0.5 smiles="CCn1c(=O)cc(NC2=NC[C@@H](C)CN2c2cccc(Cl)c2)n(C)c1=O" homo_lumo_gap_ev=8.84
C 4.488 -2.192 2.432
C 3.981 -2.012 1.009
N 2.649 -1.344 0.998
C 2.531 0.041 1.033
O 3.532 0.754 1.083
C 1.253 0.657 1.232
C 0.136 -0.093 1.378
N -1.124 0.533 1.552
C -1.777 1.214 0.523
N -2.519 2.169 1.022
C -3.253 3.113 0.173
C -2.661 3.277 -1.235
C -1.382 4.100 -1.310
C -2.478 1.856 -1.770
N -1.646 1.038 -0.830
C -1.113 -0.112 -1.398
C -1.700 -1.394 -1.369
C -1.046 -2.460 -1.958
C 0.183 -2.272 -2.613
C 0.746 -0.992 -2.666
Cl 2.339 -0.719 -3.404
C 0.130 0.098 -2.047
N 0.270 -1.441 1.513
C -0.839 -2.262 2.054
C 1.502 -2.033 1.285
O 1.588 -3.252 1.400
H 3.737 -2.788 2.978
H 4.671 -1.282 2.990
H 5.451 -2.741 2.408
H 4.654 -1.448 0.397
H 3.921 -3.027 0.598
H 1.175 1.732 1.203
H -1.325 0.974 2.442
H -3.254 4.059 0.721
H -4.292 2.737 0.126
H -3.449 3.764 -1.824
H -0.566 3.763 -0.648
H -1.020 4.068 -2.350
H -1.657 5.125 -1.050
H -2.009 1.930 -2.759
H -3.473 1.359 -1.917
H -2.668 -1.574 -0.888
H -1.524 -3.444 -1.963
H 0.687 -3.152 -3.043
H 0.564 1.082 -2.097
H -1.802 -1.751 1.949
H -0.693 -2.432 3.113
H -0.916 -3.227 1.526